1.
{"formula": "C10H24N2O4", "method": "ωB97M-V/def2-TZVPD", "species": ["H", "H", "H", "O", "H", "H", "C", "H", "H", "N", "H", "H", "H", "C", "C", "H", "H", "H", "O", "H", "H", "H", "C", "C", "C", "H", "C", "H", "H", "H", "C", "H", "H", "O", "N", "H", "H", "C", "O", "C"], "xyz": [[2.778967, 0.481130, 0.239202], [0.179793, 1.628775, -1.641278], [-3.083037, 0.803756, -1.059978], [1.232878, 2.568805, 0.575871], [-0.074021, -2.793449, -1.338139], [-0.957986, 2.294898, 1.282227], [-2.491671, 0.699577, -0.182920], [0.372749, -1.122136, 3.305569], [-2.273674, -1.146839, 1.253530], [0.983741, -1.254213, -0.022158], [-0.889300, -2.366334, -0.322987], [-3.967586, -0.235140, 1.238599], [2.173243, -1.706590, -1.629708], [0.844214, -1.997813, 1.245590], [-0.302176, 2.705472, 0.523461], [-2.647136, 1.633135, 0.458010], [-1.565176, 2.703921, -1.347994], [-0.558273, 3.908033, 0.320086], [2.720595, 0.525077, -1.719959], [1.944743, -0.664037, 2.156684], [-3.656430, -0.649122, -1.798474], [4.176664, -0.002587, -0.338131], [-3.093240, -0.412917, 0.633395], [2.404653, -1.529333, -0.497133], [-0.696695, 1.925221, -0.911154], [2.879807, -2.153210, 0.155390], [0.841595, -0.822537, 2.291504], [-0.009037, 0.587660, 1.049059], [0.288900, -0.259365, -1.787423], [-1.498076, -0.480649, -2.309034], [3.060416, -0.119643, -0.558314], [3.266885, 1.309197, -1.381590], [-0.113142, -2.685783, 0.936225], [0.070235, 0.451336, 1.954975], [-1.116698, 0.538180, -0.445243], [1.696019, -2.713207, 1.814087], [1.422139, 2.006672, 1.501283], [-0.712197, -0.472455, -1.489986], [-3.679701, -1.369757, -0.651740], [-0.139630, -1.770601, -0.847208]], "forces_ev_per_a": [[-1.6, 0.8, 2.0], [-1.5, 1.9, 1.5], [-0.7, 0.6, -0.9], [-2.1, -1.8, 4.4], [1.6, 1.6, -1.6], [0.8, 0.1, 0.5], [-0.8, 0.5, 3.7], [1.6, 0.5, -1.4], [-2.3, 2.2, -2.0], [0.9, -3.7, 0.5], [-0.7, 1.6, 1.4], [-0.1, 0.3, 0.0], [1.5, -0.9, 1.9], [-2.0, -1.2, 2.0], [1.9, 2.5, -5.1], [0.4, -0.9, -1.0], [2.0, -2.6, 0.4], [0.9, -3.2, 0.9], [1.6, 2.7, 0.0], [-0.8, 0.8, 1.4], [-0.1, -3.1, 5.4], [-0.6, -1.3, -0.9], [1.0, -4.4, -2.6], [-3.0, 4.7, -4.4], [0.4, 0.9, 1.1], [1.3, -2.2, 0.9], [-1.9, 0.4, -0.2], [-0.2, -0.6, -3.2], [0.1, 1.9, -1.4], [1.2, -0.5, 0.7], [2.0, -2.7, 1.4], [-1.7, -0.2, -2.4], [2.4, 1.4, 2.8], [1.9, -2.9, 4.6], [1.2, 1.4, -2.6], [-1.7, 1.5, -2.4], [-1.0, 2.1, -3.5], [-0.8, -0.8, 0.3], [0.9, 3.5, -2.0], [-1.7, -0.9, -0.4]], "lumo_energy_ha": 0.0180, "homo_lumo_gap_ev": 9.16, "energy_ev": -21916.9185, "charge": 0, "homo_ev": -8.67, "relative_energy_kj_mol": 1031.2}


2.
{"formula": "C10H24N3O4P", "method": "ωB97M-V/def2-TZVPD", "species": ["H", "H", "O", "H", "N", "H", "O", "H", "H", "H", "H", "O", "H", "H", "H", "H", "H", "C", "P", "C", "C", "C", "H", "H", "C", "N", "C", "H", "H", "O", "H", "N", "C", "C", "H", "H", "H", "H", "H", "C", "C", "H"], "xyz": [[0.646909, -0.321391, -3.243779], [1.589268, 2.929401, -1.486799], [-3.831709, 0.417322, 2.552383], [0.209442, -2.211553, 4.633475], [1.961316, 0.990678, -2.275388], [0.550711, -3.470105, 3.574057], [-4.067686, -4.002105, 2.071795], [0.341155, -0.100156, -1.557750], [-1.498593, 0.927220, 3.214891], [3.741435, 1.444102, -3.244174], [-0.476220, 1.756196, -3.825497], [1.685031, -0.682041, 2.739449], [2.124455, 3.433476, -3.631785], [2.115003, 0.594407, 0.430397], [-0.392738, -0.559226, 1.209400], [0.545177, 1.379798, 0.164653], [-5.424215, -1.957015, 2.233556], [0.815689, -1.596047, 2.741201], [-4.125904, -2.534570, 2.509240], [2.682643, 1.319595, -3.500792], [-1.573955, -2.366068, 1.983334], [-2.816848, -0.330785, 2.628485], [2.988959, 2.807691, -5.030848], [-0.487668, 2.314792, -2.143006], [-0.505202, 1.431327, -2.785415], [0.854538, -2.527331, 3.882505], [0.620371, 0.448246, -2.464963], [2.662109, 0.455916, -4.175284], [-3.934768, -2.518173, 3.947416], [-1.810936, 0.048404, 3.551207], [-1.574229, -2.761953, 3.051111], [-2.811484, -1.536220, 1.803080], [-0.216600, -1.653796, 1.520587], [2.107069, 1.995956, -1.229461], [3.168363, 2.247349, -1.128562], [1.300511, 2.389972, -4.806123], [0.274223, -2.220462, 0.654890], [-1.472217, 0.940896, -2.634710], [1.871402, 2.280316, 0.894782], [1.628258, 1.528292, 0.139524], [2.237836, 2.558527, -4.274807], [-1.700901, -3.290883, 1.307728]], "forces_ev_per_a": [[0.2, 0.1, 0.0], [0.0, 0.1, 0.0], [3.4, -2.7, 0.1], [0.7, -0.2, -0.7], [0.2, -0.2, -0.2], [0.0, 0.8, 0.4], [0.1, 3.1, 0.5], [0.1, 0.1, 0.0], [-0.4, -0.8, 0.7], [-0.1, 0.0, 0.2], [0.0, 0.1, 0.1], [-3.3, -3.0, -0.1], [0.0, -0.1, 0.0], [-0.1, 0.1, 0.0], [0.4, -1.8, 0.4], [0.0, 0.0, 0.0], [1.2, 0.2, 0.2], [2.9, 2.9, 0.2], [-0.4, -3.4, -0.9], [0.2, -0.1, 0.1], [0.6, -1.5, -1.1], [-3.7, 3.1, -0.2], [0.0, 0.0, 0.1], [0.0, 0.0, 0.0], [-0.3, 0.0, -0.1], [-1.2, 0.0, -1.5], [0.0, -0.1, 0.3], [-0.2, 0.0, 0.2], [0.0, 0.7, -0.8], [-0.2, -0.8, -2.6], [0.5, 0.6, -1.3], [0.4, 0.5, 3.0], [-0.1, -0.1, 1.1], [-0.2, -0.1, 0.1], [0.0, -0.1, -0.3], [0.0, 0.1, 0.1], [-0.8, 0.8, 1.2], [0.1, 0.0, 0.0], [0.0, -0.1, -0.1], [0.0, -0.1, -0.1], [0.0, 0.1, -0.3], [-0.1, 1.4, 1.2]], "smiles": "NC(=O)CCN([PH2]=O)C(=O)O.CCN(CC)CC", "lumo_energy_ha": 0.0063, "homo_lumo_gap_ev": 8.34, "energy_ev": -32706.8187, "charge": 0, "homo_ev": -8.17}


3.
{"formula": "C10H24N4NdOP2S", "method": "ωB97M-V/def2-TZVPD", "species": ["H", "H", "C", "C", "C", "C", "H", "C", "H", "N", "P", "C", "N", "H", "H", "S", "H", "H", "H", "H", "P", "H", "C", "H", "H", "H", "C", "H", "C", "H", "H", "Nd", "H", "N", "C", "H", "O", "H", "H", "H", "H", "N", "H"], "xyz": [[0.016805, -1.108197, -4.565459], [-1.457632, 3.437356, -0.242234], [-0.165014, -2.843540, -0.229609], [-1.457517, -2.801002, 0.353443], [2.479674, -0.572466, -1.580705], [2.087765, 1.860503, -1.026459], [2.963098, 2.176923, -1.596761], [1.396638, 3.016113, -0.494370], [2.284516, -2.714326, -1.557128], [1.824561, 0.558448, -0.905811], [-2.199068, -1.335329, 1.064957], [-0.749439, 0.530642, -3.358240], [0.523062, -1.837490, -0.784216], [-1.865118, -3.796044, 0.574135], [-0.336111, -1.121641, 5.694066], [0.839554, -0.264979, 2.416887], [-2.844827, -1.529727, 2.301448], [0.282036, 0.809377, -3.086138], [3.576608, -0.601211, -1.460737], [2.429615, -2.000965, 0.092670], [-0.108800, 3.190194, 0.362591], [-3.378118, -1.168254, 0.212540], [1.981459, -1.866196, -0.919449], [-0.875403, -1.219249, -2.319966], [2.252752, -0.543135, -2.672486], [1.893803, 3.941667, -0.803068], [0.178806, -0.053863, 3.989704], [-0.258824, 3.283878, 1.817234], [-0.718925, -0.289080, -4.634965], [-2.688419, 1.490806, -3.263593], [0.143259, 1.125175, 5.668779], [-0.263272, 0.303044, -0.089057], [-1.459238, 2.399111, -4.151392], [-0.319021, -1.118663, 4.673056], [-1.624758, 1.756147, -3.285383], [0.277457, -3.845556, -0.303312], [-1.304348, -0.336316, -2.247875], [-1.431089, 2.368063, -2.389219], [0.460712, 1.962385, 4.202221], [-0.380751, -1.995916, 4.212187], [-0.421935, 0.337320, -5.489291], [0.152967, 1.104680, 4.659467], [-1.709420, -0.711487, -4.852264]], "forces_ev_per_a": [[-0.3, 0.3, 0.0], [1.9, 0.2, 0.6], [0.7, -0.1, -1.2], [0.5, -1.1, 0.3], [0.4, 0.4, 0.0], [-0.6, 1.4, 0.6], [0.0, -0.2, -0.1], [1.6, -0.7, -1.4], [0.0, 0.1, 0.4], [-0.3, -0.5, 0.2], [-1.9, 0.5, -0.7], [-0.1, -0.3, 0.6], [-0.7, -1.0, 1.8], [0.1, 0.4, -0.1], [-0.3, 0.0, -0.5], [0.0, 0.2, 0.5], [0.2, -0.7, -0.2], [-0.2, -0.2, 0.0], [-0.3, 0.3, -0.2], [-0.3, 0.1, -0.6], [-2.3, -1.0, 1.0], [0.7, -0.3, 0.6], [0.2, -0.6, -0.7], [-0.5, 0.6, -0.2], [0.1, -0.2, 0.6], [-0.2, -0.4, 0.2], [-0.8, -0.7, 1.2], [0.4, 0.4, -1.5], [-0.2, 0.1, -0.2], [0.2, -0.1, -0.1], [-0.3, 0.0, 0.0], [-0.4, 2.7, -0.2], [0.0, 0.0, 0.1], [0.6, 1.1, 0.0], [-0.4, 0.3, -0.3], [0.0, 0.1, 0.2], [1.0, -0.4, -0.2], [0.1, -0.2, -0.2], [0.1, -0.6, 0.2], [0.3, -0.6, -0.2], [-0.1, -0.1, 0.3], [0.7, 0.3, -0.9], [0.2, 0.1, 0.0]], "lumo_energy_ha": [-0.2226, -0.3307], "spin_multiplicity": 5, "homo_lumo_gap_ev": [7.87, 4.94], "energy_ev": -63439.9098, "charge": 2, "homo_ev": [-13.93, -13.94]}


4.
{"formula": "C10H24NSi", "method": "ωB97M-V/def2-TZVPD", "species": ["H", "C", "H", "H", "N", "H", "H", "C", "H", "C", "H", "H", "C", "C", "H", "H", "C", "C", "H", "H", "H", "C", "H", "H", "H", "C", "H", "Si", "H", "H", "H", "H", "H", "H", "H", "C"], "xyz": [[3.691105, -0.198031, 0.205338], [1.687533, 1.632846, 0.388591], [2.682093, 1.842559, 0.342412], [-2.006514, -1.316466, -2.040579], [2.361070, -0.609353, -1.209765], [-2.623743, -0.346859, 1.276081], [-1.512542, -2.438709, 0.732162], [-2.052650, 2.859924, 0.579761], [4.213949, -1.603074, -0.914251], [-1.607380, 2.055341, -0.600303], [-3.207875, -2.726322, 2.464102], [2.908926, -1.839537, 0.375509], [1.004888, 0.636685, -0.144298], [-1.052338, -0.773582, -2.000660], [-1.809206, -3.348517, 3.426610], [-2.933401, 2.616577, 1.228584], [3.428002, -1.150736, -0.340375], [2.975352, 0.135584, -2.335399], [-1.234520, 0.361697, 2.005974], [-0.942364, 2.771029, -1.235440], [-0.327191, -1.559715, -2.131123], [-2.121777, -2.423474, 2.863704], [0.919410, 2.386997, 0.643500], [3.245930, 1.200732, -2.210362], [-1.042573, -0.128118, -2.892800], [-1.269431, -1.848211, 1.738779], [-2.439422, 3.797936, 0.168460], [-0.877152, 0.199177, -0.427278], [-1.265414, 3.070063, 1.372154], [1.667060, -1.216677, -1.446782], [2.161671, 0.145310, -3.056784], [-2.541458, 2.068491, -1.173944], [3.898358, -0.278217, -2.805115], [-0.277405, -1.961211, 2.162440], [-2.195515, -1.584624, 3.623556], [-1.505478, -0.429514, 1.367542]], "forces_ev_per_a": [[0.7, -1.5, -0.2], [-4.2, -1.3, -1.2], [2.6, 0.5, 0.1], [0.0, 0.3, 0.2], [2.4, 3.6, 1.8], [0.7, 0.3, -0.1], [1.2, 0.6, 2.2], [0.0, 1.4, 2.8], [0.4, -0.2, -0.1], [0.6, -0.2, -1.5], [2.1, 1.0, 1.0], [1.0, 0.4, -0.5], [2.0, -0.2, -0.9], [-0.6, -0.1, -0.2], [0.3, 1.0, -1.0], [0.6, -1.0, -0.9], [-2.3, 1.3, 1.9], [-0.9, 0.4, -1.3], [0.6, 0.8, 1.3], [-0.7, -1.6, 1.0], [0.5, -0.3, 0.0], [-3.1, 0.1, 0.6], [0.7, 0.0, 0.5], [-0.4, -0.5, 1.0], [0.1, -0.1, 0.4], [0.1, -2.4, -1.2], [0.6, 0.3, 0.2], [-0.8, 1.7, 1.8], [-0.6, 0.0, -1.1], [-1.8, -2.2, -1.3], [0.3, 0.2, -0.6], [0.2, -0.8, -0.5], [-0.8, -0.5, 0.7], [0.8, -0.3, -0.9], [-0.4, -1.1, -0.6], [-1.9, 0.3, -3.2]], "lumo_energy_ha": -0.1459, "homo_lumo_gap_ev": 9.18, "energy_ev": -20116.9065, "charge": 1, "homo_ev": -13.15, "relative_energy_kj_mol": 289.9}